# 1
DFT (ωB97M-V/def2-TZVPD) results for a structure of composition H6KO3 at a distorted geometry.

XYZ file:
```
10
Properties=species:S:1:pos:R:3:forces:R:3:lowdin_charge:R:1
K 1.6549 -0.5709 0.1879 -0.056 -0.129 0.005 0.98
O 0.4739 -0.3019 -2.3281 -1.199 -0.901 -0.532 -0.13
O 0.9379 1.1131 2.2289 -0.021 -0.191 -0.477 -0.11
O -1.1771 -1.0739 0.4539 0.463 0.471 -0.222 -0.08
H -0.0221 1.0641 2.2189 -0.191 -0.104 0.241 0.04
H 1.1139 2.0371 2.0409 0.192 0.335 0.170 0.06
H 0.5269 0.0501 -3.2271 0.457 0.386 0.161 0.06
H -0.2521 -0.9539 -2.4841 0.731 0.437 0.567 0.08
H -1.2891 -0.2839 -0.0881 -0.159 -0.038 -0.157 0.03
H -1.9671 -1.0799 0.9969 -0.217 -0.266 0.245 0.06
```
Forces are in eV/Å.

- Net charge: +1
- Energy: -829.0860 Eh
- M: 93.14 g/mol
- 2S+1: 1
- LUMO energy: -3.62 eV
- Gap between HOMO and LUMO: 12.46 eV

# 2
DFT (ωB97M-V/def2-TZVPD) results for a cluster of 2 separate species, H6N2 in total at a distorted geometry.

XYZ file:
```
8
Properties=species:S:1:pos:R:3:forces:R:3:lowdin_charge:R:1
N -1.9606 -0.1194 0.1128 -0.338 0.406 -0.541 -0.02
N 1.8347 -0.1184 -0.0495 -0.475 1.172 0.644 -0.02
H -1.3732 0.6864 -0.1220 -0.011 -0.523 0.048 -0.01
H 1.4087 -0.0887 0.8936 0.258 -0.094 -0.778 0.01
H -1.7394 -0.8698 -0.5628 -0.298 0.746 0.476 0.01
H -2.9199 0.2296 -0.0552 0.692 -0.632 0.028 0.01
H 2.0332 0.8773 -0.2830 -0.031 -1.127 0.200 0.02
H 2.7166 -0.5971 0.0660 0.203 0.052 -0.077 -0.01
```
Forces are in eV/Å.

- SMILES: N.N
- Net charge: 0
- Energy: -113.1001 Eh
- M: 34.06 g/mol
- 2S+1: 1
- LUMO energy: 1.10 eV
- Gap between HOMO and LUMO: 11.11 eV

# 3
DFT (ωB97M-V/def2-TZVPD) results for a cluster of 2 separate species, H6N2Si in total at a distorted geometry.

XYZ file:
```
9
Properties=species:S:1:pos:R:3:forces:R:3:lowdin_charge:R:1
Si -2.0132 -0.1397 0.3760 -2.649 0.608 -0.243 0.58
N 1.9008 0.4685 -0.8947 0.135 0.757 1.213 -0.05
N 1.3482 -0.1857 0.1973 2.369 -2.281 -2.704 -0.18
H 1.6896 -1.1871 0.0039 -1.344 1.841 1.134 0.12
H 2.2086 1.4551 -0.7028 -0.845 -0.982 0.411 0.03
H -0.6106 -0.0327 0.0359 -0.037 0.141 -0.388 -0.23
H -2.7363 -1.3693 -0.0583 0.482 -0.154 0.126 -0.19
H 1.2960 0.0778 1.1705 0.551 0.632 -0.022 0.07
H -3.0831 0.9130 -0.1277 1.339 -0.562 0.472 -0.15
```
Forces are in eV/Å.

- Net charge: 0
- Energy: -402.3939 Eh
- M: 62.15 g/mol
- 2S+1: 1
- LUMO energy (alpha / beta): -0.69 / 0.44 eV
- Gap between HOMO and LUMO (alpha / beta): 7.60 / 8.21 eV